(1)
# C30H20ClN2O5PPd

C30H20ClN2O5PPd as an isolated structure (wB97M-V/def2-TZVPD, the Open Molecules 2025 dataset).

XYZ file:
```
60
Properties=species:S:1:pos:R:3:forces:R:3:nbo_charge:R:1
Pd 0.135 -1.043 -0.301 -0.0532 0.0495 0.0759 0.605
O 2.694 -0.241 -1.450 0.0065 -0.0523 0.0002 -0.537
C 2.922 0.917 -1.408 0.0668 -0.1074 0.0138 0.640
C 3.080 2.167 -1.322 -0.1418 0.1053 0.0567 -0.329
C 3.364 3.433 -1.046 0.1171 -0.0598 -0.0230 -0.055
C 2.432 4.500 -0.705 -0.0273 0.0759 0.0004 -0.187
C 1.092 4.493 -0.655 -0.0369 0.0420 0.0165 -0.172
C 0.157 3.398 -0.896 0.0418 -0.1217 0.0386 -0.136
C 0.143 2.203 -0.310 -0.0610 0.0683 -0.0823 -0.067
P -0.933 0.837 -0.788 -0.0208 -0.0334 0.0057 1.291
C -0.576 0.050 -2.340 -0.0453 0.0679 0.0024 -0.295
C -0.958 -1.322 -2.329 -0.0411 -0.0033 0.0669 -0.325
C -0.450 -2.175 -3.322 0.0073 -0.0075 -0.0036 -0.166
C 0.395 -1.678 -4.287 0.0021 -0.0395 0.0025 -0.158
C 0.760 -0.324 -4.290 -0.0012 0.0303 0.0065 -0.116
C 0.308 0.534 -3.314 -0.0076 -0.0095 -0.0061 -0.227
C -2.635 1.129 -0.420 -0.0005 -0.0066 -0.0625 -0.380
C -2.955 1.764 0.786 -0.0011 -0.0137 0.0147 -0.193
C -4.284 1.983 1.101 0.0230 0.0110 0.0172 -0.179
C -5.282 1.576 0.223 -0.0005 -0.0113 -0.0265 -0.128
C -4.962 0.956 -0.980 -0.0218 0.0125 0.0117 -0.193
C -3.638 0.728 -1.310 0.0262 -0.0069 -0.0141 -0.181
H 4.406 3.746 -1.076 0.0069 -0.0064 -0.0041 0.240
H 2.906 5.457 -0.521 -0.0110 0.0057 0.0040 0.246
H 0.600 5.446 -0.486 0.0218 0.0149 0.0003 0.253
H -0.652 3.608 -1.592 -0.0238 -0.0080 0.0069 0.249
H -1.774 -1.671 -1.695 -0.0013 0.0217 -0.0570 0.268
H -0.762 -3.211 -3.342 -0.0030 0.0037 -0.0039 0.250
H 0.773 -2.332 -5.062 -0.0028 0.0068 -0.0018 0.253
H 1.414 0.049 -5.068 0.0010 -0.0011 0.0022 0.252
H 0.628 1.567 -3.295 -0.0071 -0.0051 0.0003 0.246
H -2.178 2.100 1.463 -0.0013 0.0073 0.0108 0.234
H -4.543 2.478 2.027 0.0038 -0.0021 -0.0041 0.247
H -6.319 1.756 0.472 0.0026 -0.0025 0.0014 0.248
H -5.745 0.664 -1.666 0.0062 0.0017 0.0032 0.248
H -3.390 0.272 -2.259 0.0062 -0.0154 0.0033 0.226
O 1.443 1.874 5.051 0.0815 0.0368 -0.0032 -0.642
C 1.921 0.638 4.904 -0.2076 -0.1106 0.1169 0.773
O 2.648 0.129 5.699 0.0746 0.0267 -0.0303 -0.502
C 1.472 -0.125 3.692 0.0687 -0.0087 -0.0114 -0.228
C 1.516 -1.513 3.565 -0.0067 0.0392 0.0052 0.190
Cl 2.012 -2.685 4.658 -0.0152 -0.0096 -0.0334 0.192
N 1.090 -1.824 2.320 0.0329 0.0023 0.0254 -0.186
N 0.812 -0.710 1.625 0.0154 0.0165 -0.0420 -0.285
C 1.039 0.319 2.440 -0.0671 -0.0559 -0.0779 0.064
C 0.712 1.666 1.919 0.1341 -0.1079 0.0839 0.795
O 0.169 2.531 2.532 -0.0786 0.0842 -0.0152 -0.504
O 1.083 1.762 0.608 0.0513 0.0297 -0.1069 -0.522
C 0.909 -3.061 1.619 0.0023 -0.0179 -0.0305 0.213
C 0.203 -4.107 2.176 0.0167 0.0254 -0.0024 -0.229
C -0.023 -5.238 1.397 0.0118 0.0084 -0.0162 -0.134
C 0.420 -5.301 0.082 -0.0137 -0.0128 0.0046 -0.193
C 1.124 -4.239 -0.468 -0.0245 -0.0198 0.0059 -0.143
C 1.387 -3.109 0.301 0.0087 0.0839 0.0444 -0.395
H 0.800 2.129 4.372 -0.0113 0.0060 -0.0051 0.501
H -0.174 -4.044 3.187 -0.0015 -0.0093 0.0124 0.253
H -0.565 -6.072 1.823 -0.0020 0.0056 0.0011 0.250
H 0.230 -6.187 -0.507 0.0017 -0.0010 0.0070 0.248
H 1.511 -4.299 -1.476 0.0068 0.0044 0.0003 0.241
H 2.084 -2.350 -0.058 0.0930 -0.0267 -0.0057 0.270
```
Positions in Å, forces in eV/Å.

## Properties
LUMO, eV: -7.81
Energy above the lowest of the compared OMol25 structures with the same formula, charge and spin, eV: 1.569
Gap between HOMO and LUMO, eV: 6.43
Charge: +2

***

(2)
# CH2FNO2S

A 2-piece molecular cluster, CH2FNO2S overall at a distorted geometry (wB97M-V/def2-TZVPD, the Open Molecules 2025 dataset).

XYZ file:
```
8
Properties=species:S:1:pos:R:3:forces:R:3:nbo_charge:R:1
C 1.594 0.741 -0.093 0.8603 0.6240 -0.4487 0.376
N 0.960 -0.342 -0.015 0.5960 1.4757 -0.0180 -0.473
O -1.488 -1.734 -0.072 -0.0721 0.7474 0.4783 -0.894
O -2.559 0.495 -0.138 -2.2742 2.0783 -2.2144 -0.808
F 1.060 1.959 0.256 -0.1521 -0.6692 0.0279 -0.348
S -1.726 -0.284 0.664 3.3989 -2.9676 1.5048 1.434
H -0.521 -1.881 -0.134 -0.1969 0.2054 -0.0114 0.530
H 2.681 1.045 -0.469 -2.1600 -1.4939 0.6815 0.183
```
Positions in Å, forces in eV/Å.

## Properties
LUMO (spin up / spin down), eV: -2.18 / -1.02
Energy above the lowest of the compared OMol25 structures with the same formula, charge and spin, eV: 2.330
Gap between HOMO and LUMO (spin up / spin down), eV: 6.52 / 9.93

***

(3)
# C3H3NOS

A 2-piece molecular cluster, C3H3NOS overall at a distorted geometry (wB97M-V/def2-TZVPD, the Open Molecules 2025 dataset).

XYZ file:
```
9
Properties=species:S:1:pos:R:3:forces:R:3:nbo_charge:R:1
C -2.594 -0.258 -0.037 3.2962 -1.2840 0.6179 -0.032
C -1.413 -0.637 -0.057 -6.8415 2.0406 -0.3512 -0.249
C -0.212 -1.038 -0.063 5.9674 0.0639 -0.6282 0.639
N 1.023 1.045 -0.232 -1.3373 -0.5518 0.3795 -0.994
O 0.763 -1.674 -0.042 -0.7317 -0.9982 0.3086 -0.397
S 2.391 0.229 0.030 0.6689 0.4562 -0.8007 0.368
H -3.421 0.266 0.300 -1.3305 0.7256 -0.1831 0.234
H 1.003 1.421 -1.168 -0.1724 -0.2746 -0.4707 0.351
H 2.460 0.647 1.269 0.4809 -0.1777 1.1278 0.080
```
Positions in Å, forces in eV/Å.

## Properties
LUMO, eV: -1.08
Energy above the lowest of the compared OMol25 structures with the same formula, charge and spin, eV: 6.034
Gap between HOMO and LUMO, eV: 6.11

***

(4)
# C36H50N8O10P2RbS

C36H50N8O10P2RbS as an isolated structure (wB97M-V/def2-TZVPD, the Open Molecules 2025 dataset).

XYZ file:
```
108
Properties=species:S:1:pos:R:3:forces:R:3:lowdin_charge:R:1
Rb 0.328 -0.200 -0.781 0.1330 -0.0554 -0.5749 0.808
C -1.402 0.659 -4.952 0.0662 0.0662 -0.0024 -0.139
N -1.710 -0.239 -3.856 -0.1074 -0.0509 -0.0093 -0.061
C -3.093 -0.331 -3.471 -0.0169 -0.0292 0.0321 -0.147
C -3.208 -1.225 -2.273 -0.0281 -0.0538 -0.0170 -0.305
N -2.242 -1.934 -1.773 -0.0149 0.0294 0.1119 0.164
C -2.806 -2.608 -0.696 0.0365 0.0101 -0.0245 -0.234
C -2.222 -3.501 0.196 0.0046 0.0004 0.0141 0.004
C -3.027 -4.058 1.175 -0.0086 0.0072 -0.0109 -0.101
C -4.388 -3.732 1.271 0.0032 -0.0052 -0.0153 -0.119
C -4.981 -2.833 0.400 0.0088 0.0073 0.0172 -0.034
C -4.162 -2.279 -0.576 -0.0299 -0.0085 -0.0405 -0.196
N -4.397 -1.391 -1.609 0.0180 0.0133 0.0312 0.167
C 0.054 1.000 -4.826 -0.1244 -0.0571 -0.0347 -0.328
N 0.547 1.419 -3.705 0.0718 0.0487 0.1744 0.167
C 1.913 1.540 -3.925 -0.0118 0.0068 0.0412 -0.222
C 2.923 1.925 -3.046 0.0003 -0.0155 0.0202 0.000
C 4.220 1.892 -3.519 0.0130 -0.0094 -0.0089 -0.071
C 4.515 1.499 -4.835 -0.0133 -0.0021 0.0045 -0.081
C 3.520 1.138 -5.724 0.0241 -0.0156 0.0226 -0.023
C 2.219 1.165 -5.236 -0.0585 0.0325 -0.0802 -0.195
N 0.993 0.844 -5.806 0.0058 -0.0159 0.0282 0.171
H -1.985 1.591 -4.911 -0.0064 0.0197 -0.0289 0.122
H -1.612 0.178 -5.912 0.0098 -0.0209 -0.0242 0.115
H -1.151 0.034 -3.060 0.0572 -0.0118 -0.0703 0.043
H -3.676 -0.766 -4.291 -0.0049 0.0027 -0.0179 0.129
H -3.555 0.644 -3.236 0.0006 0.0226 0.0045 0.129
H -1.168 -3.739 0.122 -0.0237 0.0008 0.0025 0.123
H -2.600 -4.753 1.886 -0.0033 0.0049 -0.0136 0.102
H -4.988 -4.191 2.048 0.0062 0.0059 -0.0082 0.099
H -6.031 -2.579 0.480 0.0200 -0.0031 -0.0002 0.107
H -5.239 -0.869 -1.773 -0.0104 0.0061 -0.0072 0.157
H 2.679 2.222 -2.032 0.0028 0.0027 -0.0268 0.097
H 5.036 2.148 -2.857 -0.0027 0.0038 0.0003 0.107
H 5.548 1.442 -5.152 0.0023 -0.0040 0.0068 0.108
H 3.760 0.799 -6.724 -0.0071 0.0030 0.0047 0.112
H 0.844 0.430 -6.707 -0.0140 -0.0061 -0.0412 0.151
C 0.179 -2.646 -5.327 0.0197 -0.0060 -0.0071 -0.014
C 1.495 -2.259 -4.746 -0.0382 0.0135 -0.0114 -0.381
N 1.692 -1.857 -3.516 0.1097 -0.0150 0.0772 0.181
C 3.058 -1.672 -3.400 -0.0310 0.0134 0.0510 -0.135
C 3.678 -1.953 -4.590 -0.0348 0.0361 -0.0688 -0.099
N 2.668 -2.321 -5.430 -0.0252 -0.0081 0.0253 0.167
C 5.077 -1.859 -5.139 0.0780 0.0678 -0.0309 -0.618
O 5.980 -1.549 -4.311 -0.0391 -0.0550 -0.0211 -0.010
O 5.186 -2.076 -6.355 -0.0125 -0.0218 0.0672 -0.010
C 3.660 -1.241 -2.115 -0.0737 -0.0494 0.0631 -0.507
O 4.963 -1.139 -2.066 -0.0143 0.0255 0.0232 0.103
O 2.953 -1.021 -1.144 0.1816 0.0283 0.0250 -0.070
H -0.607 -2.311 -4.652 -0.0008 0.0033 -0.0037 0.058
H 0.109 -3.729 -5.452 0.0013 0.0081 0.0088 0.077
H 0.023 -2.191 -6.310 0.0094 0.0044 0.0033 0.067
H 2.858 -2.572 -6.388 -0.0021 -0.0044 -0.0299 0.157
H 5.418 -1.323 -2.995 -0.0085 0.0193 -0.0503 0.050
C -4.658 -0.573 3.280 -0.0057 0.0115 -0.0077 -0.037
C -3.218 -1.029 3.174 0.0718 0.0248 0.0528 -0.430
C -2.812 -2.001 4.259 -0.0034 -0.0079 0.0191 -0.034
O -2.345 0.127 3.310 -0.0524 -0.0537 -0.0394 -0.199
P -1.853 0.920 2.018 -0.0209 -0.0458 0.0110 0.456
O -1.958 0.146 0.770 -0.1230 0.0492 0.1254 -0.345
C -0.200 1.431 2.479 0.0184 0.0972 -0.0507 -0.218
P 0.992 0.117 2.792 0.0819 0.1402 0.1134 0.441
O 0.999 -0.948 1.787 -0.0770 -0.1492 0.0057 -0.342
O 0.649 -0.459 4.234 -0.0430 -0.0146 0.0941 -0.173
C 0.788 0.338 5.430 0.0184 0.0178 -0.0395 -0.456
C 2.036 -0.110 6.162 0.0156 -0.0209 0.0086 -0.037
C -0.478 0.160 6.240 -0.0107 -0.0262 0.0065 -0.040
O 2.328 0.922 3.020 0.0732 -0.0435 -0.0343 -0.180
C 3.588 0.836 2.260 0.0019 -0.0025 -0.0044 -0.388
C 3.483 1.590 0.953 -0.0316 0.0805 -0.0539 -0.042
C 4.057 -0.596 2.100 -0.0266 0.0065 0.0121 -0.043
O -2.751 2.214 1.915 -0.0677 0.0376 -0.0349 -0.160
C -2.902 3.380 2.760 0.0377 0.0178 0.0031 -0.417
C -2.895 3.040 4.241 0.0283 -0.0216 -0.0069 -0.046
C -1.886 4.435 2.375 0.0242 -0.0181 0.0079 -0.060
H -5.327 -1.431 3.190 0.0135 0.0191 0.0045 0.075
H -4.896 0.135 2.484 0.0008 -0.0159 0.0150 0.085
H -4.833 -0.090 4.245 -0.0063 -0.0104 -0.0117 0.081
H -3.035 -1.470 2.194 0.0127 0.0255 -0.0193 0.106
H -2.985 -1.567 5.247 0.0038 -0.0177 -0.0275 0.080
H -1.754 -2.249 4.165 -0.0352 0.0105 0.0000 0.088
H -3.399 -2.916 4.169 0.0046 0.0014 0.0079 0.076
H -0.234 2.101 3.341 0.0044 -0.0223 -0.0110 0.067
H 0.175 2.014 1.622 0.0199 -0.0035 0.0300 0.035
H 0.902 1.389 5.147 -0.0063 0.0066 -0.0050 0.130
H 1.950 -1.165 6.428 0.0059 0.0174 0.0018 0.089
H 2.170 0.475 7.074 0.0000 -0.0112 -0.0064 0.084
H 2.913 0.022 5.528 -0.0133 0.0020 0.0135 0.075
H -0.594 -0.892 6.513 -0.0035 0.0197 0.0104 0.087
H -1.351 0.458 5.659 0.0161 0.0064 0.0074 0.060
H -0.431 0.756 7.154 0.0031 -0.0068 -0.0057 0.085
H 4.272 1.370 2.920 0.0129 0.0244 0.0407 0.136
H 2.840 1.092 0.226 0.0402 -0.0743 0.1553 0.038
H 4.479 1.640 0.508 -0.0164 0.0045 -0.0045 0.097
H 3.114 2.605 1.107 0.0064 -0.0236 0.0153 0.081
H 3.430 -1.141 1.398 0.0011 0.0032 -0.0042 0.061
H 4.070 -1.112 3.063 -0.0028 0.0148 -0.0193 0.081
H 5.072 -0.581 1.698 -0.0047 -0.0035 0.0113 0.092
H -3.897 3.738 2.495 -0.0408 -0.0057 -0.0098 0.139
H -1.908 2.711 4.572 -0.0350 0.0071 0.0217 0.066
H -3.613 2.254 4.473 0.0036 0.0118 -0.0058 0.073
H -3.155 3.936 4.806 0.0103 -0.0043 -0.0019 0.087
H -0.871 4.157 2.660 -0.0079 0.0103 -0.0071 0.065
H -2.126 5.376 2.873 0.0025 -0.0100 -0.0025 0.088
H -1.878 4.607 1.299 -0.0085 -0.0148 0.0246 0.066
S 0.824 5.534 0.186 0.0329 -0.0450 0.0017 0.388
C 0.684 3.916 -0.098 -0.0154 -0.0227 -0.0233 -1.019
N 0.583 2.763 -0.280 -0.0257 0.0379 0.0358 -0.034
```
Positions in Å, forces in eV/Å.

## Properties
LUMO, eV: 1.69
Energy above the lowest of the compared OMol25 structures with the same formula, charge and spin, eV: 0.289
Gap between HOMO and LUMO, eV: 6.62
Charge: -1

***

(5)
# H24O12

A 12-piece molecular cluster, H24O12 overall at a distorted geometry (wB97M-V/def2-TZVPD, the Open Molecules 2025 dataset).

XYZ file:
```
36
Properties=species:S:1:pos:R:3:forces:R:3:nbo_charge:R:1
O -1.804 -1.232 -1.251 0.3608 -0.3441 -0.4022 -0.963
H -2.452 -1.376 -0.567 -0.4446 0.1522 0.4374 0.493
H -1.709 -2.087 -1.686 0.0879 -0.0653 -0.0882 0.497
O 1.208 -1.336 -2.383 0.4330 -1.6881 -0.7883 -0.946
H 1.428 -0.698 -1.742 0.8760 1.2704 1.7359 0.487
H 0.501 -0.886 -2.801 -1.2395 0.4001 -1.0701 0.466
O -2.761 1.178 -2.337 -0.5980 0.2567 0.7852 -0.926
H -2.344 1.094 -3.164 0.4696 0.4003 -2.1648 0.443
H -2.284 0.478 -1.904 -0.0694 -0.3872 1.0396 0.473
O -0.793 -2.718 1.677 -1.5828 -1.2554 1.0087 -0.952
H -0.403 -2.122 1.078 1.2596 1.4616 -1.2005 0.485
H -1.578 -2.998 1.180 0.3330 -0.2564 0.4693 0.457
O -1.261 1.289 2.690 1.6915 -0.7230 -0.3260 -0.976
H -0.543 0.600 2.616 -0.4006 0.9875 0.3217 0.503
H -1.936 0.746 3.065 -1.1027 -0.3026 0.4973 0.472
O -2.648 1.943 0.499 -2.5052 0.6025 -0.7864 -0.969
H -1.966 1.727 1.111 0.6063 -0.2538 1.3597 0.482
H -3.480 2.123 1.017 1.6116 -0.3027 -0.7323 0.464
O 0.921 -0.371 3.249 0.2329 0.7228 -0.1373 -0.958
H 1.080 -0.762 2.394 0.1098 -0.3088 -0.7463 0.492
H 0.746 -1.123 3.800 -0.2436 -0.6038 0.6017 0.488
O 0.831 -3.804 -0.866 -1.1803 -0.8093 0.0076 -0.973
H 1.013 -2.959 -1.259 0.5612 0.7581 -0.4003 0.491
H 1.594 -4.129 -0.407 0.5479 0.0776 0.2239 0.471
O 1.117 1.765 -2.075 -1.1425 -0.3965 0.2465 -0.960
H 2.027 1.826 -1.821 1.1597 0.4583 0.4908 0.486
H 1.158 1.572 -3.001 -0.1217 -0.0198 -0.9035 0.461
O 0.419 -0.564 0.249 -0.1750 -1.2635 -0.5949 -1.027
H -0.184 -0.635 -0.514 -0.0414 -0.2558 0.4146 0.500
H 0.441 0.363 0.434 0.3082 1.1801 0.3137 0.497
O 3.327 2.639 -0.607 1.5196 -0.2704 -0.7510 -0.972
H 2.676 2.296 0.007 -0.2519 -0.3231 0.4308 0.491
H 4.142 2.088 -0.575 -1.0688 0.5614 0.2191 0.475
O 1.208 1.799 0.998 0.7800 -0.1022 0.0191 -0.963
H 1.746 1.782 1.798 -0.3024 0.0040 0.2971 0.499
H 0.565 2.493 1.099 -0.4782 0.6384 0.1724 0.510
```
Positions in Å, forces in eV/Å.

## Properties
LUMO, eV: 0.05
Energy above the lowest of the compared OMol25 structures with the same formula, charge and spin, eV: 1.733
Gap between HOMO and LUMO, eV: 10.67
Structure (SMILES): O.O.O.O.O.O.O.O.O.O.O.O